1.
The following is a DFT calculation (wB97M-V/def2-TZVPD) of a 16-piece molecular cluster, C34H100O16 overall in a non-equilibrium geometry.

Element x y z (Å)
C -0.10683 -1.23329 -1.25423
C 0.34084 -0.45144 -0.02362
C -0.77770 0.28694 0.71594
O 0.96025 -1.36112 0.87828
H -0.72846 -2.08599 -0.97287
H 0.83192 -1.57725 -1.68896
H -0.71240 -0.61074 -1.91176
H 1.05797 0.32883 -0.32042
H -0.43797 0.91936 1.53799
H -1.52188 -0.41747 1.10265
H -1.36896 0.95059 0.07215
H 1.36006 -0.82455 1.58931
C -2.20353 4.27186 1.88099
C -3.20384 5.07081 1.07569
C -2.93059 5.06938 -0.43039
O -4.52853 4.65494 1.36691
H -1.18191 4.54441 1.60187
H -2.25950 3.20439 1.63566
H -2.40672 4.39935 2.94408
H -3.13395 6.10028 1.43719
H -2.84259 4.06216 -0.84334
H -2.01957 5.62991 -0.63440
H -3.82261 5.50164 -0.88522
H -4.77975 3.87406 0.83121
C -1.86969 3.36059 -6.10199
C -1.52775 2.27947 -5.10152
C -1.44894 2.81708 -3.66740
O -2.55711 1.28733 -5.14786
H -1.47032 3.17792 -7.09992
H -1.40687 4.31625 -5.83747
H -2.95353 3.47429 -6.11005
H -0.57709 1.81502 -5.40461
H -1.09347 2.11119 -2.91499
H -2.40824 3.23726 -3.36878
H -0.70023 3.62105 -3.69009
H -2.18367 0.45169 -4.82202
C 4.77570 -0.58342 0.58644
C 5.56226 0.44646 1.39485
C 6.53392 1.21578 0.53211
O 4.63553 1.37709 1.98481
H 3.97716 -1.04009 1.16822
H 5.47509 -1.32810 0.21128
H 4.31199 -0.06622 -0.25868
H 6.06644 -0.08984 2.20851
H 7.08020 2.00657 1.05284
H 6.10485 1.65167 -0.36928
H 7.32379 0.51134 0.23897
H 5.08598 2.09468 2.43548
C -0.22790 -4.52288 3.04517
C 0.55571 -4.77626 1.76784
C 0.65009 -6.24594 1.38178
O -0.06249 -4.05762 0.68393
H -1.28374 -4.79044 2.98415
H -0.26903 -3.44374 3.23346
H 0.26232 -4.98303 3.90474
H 1.56153 -4.36104 1.89353
H -0.33086 -6.69120 1.20494
H 1.05878 -6.81734 2.21779
H 1.26161 -6.37271 0.49120
H 0.20688 -3.13317 0.79157
C -0.75380 -6.42609 -2.01470
C -1.91123 -5.45677 -1.87000
C -3.09733 -5.85347 -2.71024
O -2.29445 -5.35060 -0.49035
H 0.23113 -6.01021 -1.80135
H -0.74728 -6.87442 -3.01240
H -0.88982 -7.25799 -1.31955
H -1.61885 -4.43757 -2.15072
H -3.54026 -6.79597 -2.37026
H -2.82289 -5.99248 -3.75622
H -3.93329 -5.15162 -2.67763
H -1.49536 -5.01385 -0.04161
C 1.95523 5.13889 4.55641
C 0.58581 4.51509 4.38309
C 0.61525 3.15889 3.69485
O -0.03782 4.44156 5.65788
H 2.43513 4.61139 5.38371
H 1.89508 6.19354 4.83015
H 2.57093 5.11497 3.65791
H -0.06983 5.15286 3.77466
H -0.37222 2.69577 3.75386
H 1.31686 2.47273 4.17872
H 0.97506 3.16585 2.66439
H -0.91248 4.05177 5.58718
C 0.71083 -0.36616 4.47290
C 2.16339 -0.18006 4.00846
C 2.88375 -1.53484 3.96480
O 2.13109 0.35229 2.68820
H 0.24810 0.60878 4.62248
H 0.70219 -0.95554 5.38687
H 0.09806 -0.83580 3.70010
H 2.68536 0.47005 4.71635
H 2.74608 -2.20633 4.81303
H 3.97026 -1.38752 3.92574
H 2.62590 -2.06320 3.04431
H 3.05795 0.47766 2.40263
C 3.24985 3.86426 0.60136
C 2.63146 3.10918 -0.57764
C 1.11898 3.34642 -0.56840
O 3.18582 3.60828 -1.78229
H 2.79464 3.41740 1.49452
H 2.94478 4.90835 0.58504
H 4.31696 3.70041 0.73747
H 2.75668 2.02420 -0.44063
H 0.62136 2.66574 0.13810
H 0.59976 3.13976 -1.50542
H 0.90423 4.36251 -0.23064
H 2.87658 3.04201 -2.50775
C 3.07434 -3.31518 -1.48380
O 4.39994 -3.83074 -1.57478
H 2.49193 -4.03195 -0.90670
H 3.10406 -2.33208 -1.00827
H 2.57621 -3.22474 -2.45427
H 4.83060 -3.45429 -2.34634
C -3.25791 -1.37268 -2.97404
O -2.23319 -1.23614 -3.95216
H -3.73788 -2.34475 -3.09978
H -2.86245 -1.35005 -1.95480
H -3.97880 -0.57024 -3.10082
H -1.81373 -2.08671 -4.13090
C 1.68502 0.67049 -3.56697
O 2.25992 1.91367 -3.95725
H 2.21240 -0.18982 -3.98498
H 1.67109 0.59124 -2.48377
H 0.65302 0.64152 -3.92691
H 2.34282 1.92804 -4.91407
C -3.21477 -2.59975 1.12607
O -4.02516 -1.45672 1.33095
H -3.02132 -3.23223 2.00086
H -3.66183 -3.23038 0.36321
H -2.21183 -2.27441 0.82078
H -3.65438 -0.95475 2.09270
C -3.08828 1.54170 3.34117
O -3.11864 0.10765 3.37245
H -3.20738 1.95602 4.34388
H -2.12396 1.85656 2.95059
H -3.91421 1.89723 2.72366
H -3.68610 -0.17492 4.09602
C -4.47369 1.53340 -1.01418
O -5.15307 2.65673 -0.44530
H -5.13928 0.66930 -0.95591
H -4.17820 1.79055 -2.03420
H -3.56434 1.20560 -0.50950
H -6.04942 2.63391 -0.78712
C 0.35612 -3.54178 -4.50530
O -1.04543 -3.85398 -4.56347
H 0.67871 -3.61730 -3.46664
H 0.94778 -4.26701 -5.06539
H 0.49753 -2.53352 -4.89880
H -1.17658 -4.43442 -5.31690

Forces on atoms 1 to 2 (eV/Å):
C 0.20 0.31 0.82
C -0.74 0.74 0.48

Calculated values
Kohn-Sham gap	9.69	eV
total charge	0

Here are the Mulliken charges for atoms 1 to 4, given in e:
1 C -0.308
2 C 3.542
3 C 0.753
4 O 0.615

=====

2.
The following is a DFT calculation (wB97M-V/def2-TZVPD) of C2H2CuF2LiO as an isolated structure in a non-equilibrium geometry.

Element x y z (Å)
F -1.28551 -0.58104 -2.25938
C 0.31671 0.11120 -0.71220
C -0.20502 0.02052 0.55318
O -0.25435 -1.12969 1.20181
H 0.98315 -0.61760 -1.20600
H -0.91759 0.81419 0.84634
Cu -0.57733 -1.92678 2.65167
Li 1.56491 1.88437 0.17758
F 0.37503 1.42482 -1.25299

Forces on atoms 1 to 2 (eV/Å):
F 1.11 0.51 1.08
C 0.08 -0.54 -1.37

Calculated values
Kohn-Sham gap (spin up / spin down)	3.62 / 5.49	eV
total charge	0
spin multiplicity	3

Here are the natural (NBO) charges for atoms 1 to 4, given in e:
1 F -0.612
2 C 0.189
3 C 0.000
4 O -0.766

=====

3.
The following is a DFT calculation (wB97M-V/def2-TZVPD) of a 8-piece molecular cluster, C28H42BrO24S overall in a non-equilibrium geometry.

Element x y z (Å)
C 1.61650 4.22062 2.06624
O 0.53325 4.73671 1.29587
C -0.70934 4.65928 1.87940
S -1.02421 3.06790 2.75100
Br -2.64764 3.51690 4.12746
C -1.72186 1.84607 1.62154
C -0.65236 0.96791 0.96505
C -0.16151 1.67601 -0.28065
O 0.71733 0.82999 -1.00961
C 1.27942 1.34665 -2.11724
C 1.07839 2.77423 -2.52227
O 1.92551 0.64123 -2.77349
H 1.63045 4.59759 3.08360
H 1.66680 3.13729 2.04815
H 2.52052 4.56933 1.59400
H -0.91675 5.47250 2.56724
H -1.44912 4.72698 1.08966
H -2.33031 1.20610 2.24473
H -2.37075 2.27450 0.86349
H -1.06738 0.00992 0.69199
H 0.15083 0.80334 1.67407
H 0.39683 2.55430 0.04333
H -1.02503 1.98276 -0.85553
H 0.05328 3.10584 -2.41704
H 1.66255 3.45269 -1.91318
H 1.35148 2.92332 -3.55048
C -3.55841 0.92769 8.41304
C -3.84278 -0.15301 7.39605
O -2.92816 0.17493 6.33889
C -1.91264 0.88744 6.87709
O -0.90693 1.16647 6.29921
O -2.18453 1.24045 8.14855
H -3.68685 0.59362 9.43869
H -4.15943 1.82455 8.25327
H -3.60673 -1.15129 7.76609
H -4.86836 -0.14115 7.03698
C -5.22057 2.22261 -2.77652
C -4.52511 1.08992 -2.06048
O -3.75109 1.78531 -1.07334
C -4.33508 2.98485 -0.85389
O -4.00074 3.71920 0.02785
O -5.30590 3.23142 -1.75028
H -6.20768 1.95496 -3.14226
H -4.63186 2.62153 -3.60404
H -5.22661 0.42501 -1.55373
H -3.88459 0.50033 -2.70789
C 0.60489 -0.79138 -4.18839
C -0.34266 -0.70876 -5.35601
O -1.59873 -1.08283 -4.75684
C -1.51907 -0.82859 -3.44094
O -2.44880 -0.87220 -2.68237
O -0.26534 -0.51469 -3.07088
H 1.41076 -0.06535 -4.23771
H 1.02672 -1.78202 -4.06421
H -0.43506 0.30401 -5.75414
H -0.07767 -1.38634 -6.16108
C 2.65846 3.29561 6.97280
C 1.49011 2.89814 7.84513
O 2.10724 2.71595 9.12017
C 3.25397 3.44893 9.14437
O 3.91087 3.64562 10.10797
O 3.54039 3.92678 7.89886
H 2.37977 3.98555 6.17793
H 3.16506 2.43281 6.53422
H 0.74032 3.68904 7.92575
H 1.00643 1.98502 7.51291
C 2.04988 -6.20670 -4.29542
C 3.46043 -5.67442 -4.35833
O 3.32619 -4.55296 -5.24825
C 2.03953 -4.15071 -5.20528
O 1.62687 -3.13733 -5.68739
O 1.27042 -5.02866 -4.53591
H 1.80420 -6.64078 -3.33836
H 1.84060 -6.93313 -5.08330
H 3.81530 -5.31214 -3.39199
H 4.17260 -6.39644 -4.74840
C -2.48384 -4.34534 -1.53514
C -2.77945 -5.30126 -2.66756
O -1.47596 -5.77856 -3.01244
C -0.67500 -5.63092 -1.93223
O 0.42214 -6.08225 -1.84184
O -1.28879 -4.89890 -0.97068
H -3.27764 -4.30657 -0.79320
H -2.27317 -3.33273 -1.88472
H -3.39216 -6.14817 -2.35336
H -3.25113 -4.81841 -3.51970
C 5.05351 -0.85393 -3.35651
C 4.43936 -1.75956 -4.39824
O 5.56614 -2.50933 -4.85712
C 6.50690 -2.50155 -3.87412
O 7.48604 -3.16774 -3.87200
O 6.16472 -1.62329 -2.89211
H 4.37221 -0.62733 -2.54059
H 5.42513 0.08102 -3.78134
H 3.70527 -2.44829 -3.97442
H 3.97927 -1.21374 -5.21818

Forces on atoms 1 to 2 (eV/Å):
C 0.61 0.47 -0.13
O -0.03 -0.79 0.19

Calculated values
Kohn-Sham gap	7.16	eV
total charge	+1

Here are the Mulliken charges for atoms 1 to 4, given in e:
1 C -0.772
2 O -0.329
3 C -0.610
4 S 0.669

=====

4.
The following is a DFT calculation (wB97M-V/def2-TZVPD) of a 10-piece molecular cluster, C25H70BN4O12 overall.

Element x y z (Å)
C 4.67206 -1.82298 1.95893
C 3.36771 -1.03691 1.92451
O 2.31616 -1.77822 1.28887
C 1.33440 -2.31825 2.12078
C -0.00999 -1.60307 2.00565
O -0.93052 -2.48866 1.31522
N -2.25761 -2.10260 1.53273
B -2.77817 -0.67305 1.56379
C -3.59330 -0.18545 2.78475
O -2.46099 0.12178 0.49164
C -3.03852 -3.16553 1.63783
N -4.38410 -3.14605 1.77709
C -4.73502 -4.41288 1.81178
N -3.68955 -5.23286 1.69299
N -2.58818 -4.42931 1.57972
H 4.47224 -2.89459 1.93263
H 5.30671 -1.57771 1.10790
H 5.23615 -1.59459 2.86425
H 3.06005 -0.73697 2.93167
H 3.48949 -0.11727 1.35011
H 1.65098 -2.32133 3.16838
H 1.18085 -3.36574 1.83432
H -0.43170 -1.36850 2.98722
H 0.11558 -0.68763 1.42655
H -4.58359 0.14401 2.44982
H -3.10609 0.70603 3.19459
H -3.74920 -0.92318 3.56863
H -3.26376 0.35182 0.00681
H -5.75569 -4.76554 1.89533
H -3.64562 -6.23869 1.66428
H -1.64414 -4.76422 1.46523
C -2.89625 4.09423 1.01207
C -1.38581 3.97597 1.01395
O -0.92560 2.88502 1.81233
H -3.27064 4.21661 2.02927
H -3.21874 4.95279 0.42380
H -3.34896 3.19228 0.58847
H -0.94110 4.87026 1.44856
H -1.00660 3.86735 -0.00663
H -1.29191 2.07428 1.44838
C 0.84669 1.73229 4.77303
C 1.23270 3.17283 5.06707
O 1.64999 3.84876 3.89336
H 1.67251 1.19533 4.30340
H 0.56174 1.20648 5.68671
H -0.00168 1.71492 4.08345
H 2.07640 3.23274 5.75499
H 0.38425 3.68498 5.53477
H 0.93368 3.79571 3.24740
C 1.13274 -0.76448 -2.22772
C 1.40287 0.46042 -1.38591
O 0.21705 0.93714 -0.75338
H 0.38524 -0.54730 -2.99234
H 2.04628 -1.10528 -2.71298
H 0.74734 -1.57475 -1.60020
H 1.77594 1.28335 -1.99283
H 2.15907 0.23770 -0.62683
H -0.15594 0.22621 -0.22742
C -0.34169 7.70528 0.39267
C -1.70205 8.37195 0.43101
O -2.62878 7.65005 1.24064
H -0.44479 6.68610 0.01872
H 0.35032 8.24396 -0.25523
H 0.09755 7.65979 1.39224
H -2.14649 8.39769 -0.56339
H -1.61757 9.40440 0.78419
H -2.28608 7.63151 2.14007
C 2.00396 1.68681 -5.44101
C 3.50780 1.86789 -5.45362
O 4.16297 0.91811 -4.61020
H 1.62458 1.78092 -4.42146
H 1.50981 2.42898 -6.06893
H 1.73494 0.69526 -5.81325
H 3.78303 2.84736 -5.06416
H 3.88699 1.78359 -6.47529
H 3.96443 0.04114 -4.95362
C 0.59283 2.13819 -9.71660
C 2.10364 2.26603 -9.72684
O 2.73988 1.27708 -8.92235
H 0.21217 2.20638 -8.69677
H 0.13150 2.92472 -10.31485
H 0.28280 1.17534 -10.12959
H 2.41184 3.22239 -9.30515
H 2.48074 2.21656 -10.75332
H 2.50801 0.41191 -9.27475
C 4.80168 1.30219 4.41416
C 4.36184 0.15828 5.30783
O 5.14208 -1.01828 5.12046
H 4.76403 1.00086 3.36608
H 4.16350 2.17778 4.54338
H 5.82862 1.59629 4.64155
H 3.34059 -0.13898 5.06666
H 4.38071 0.46393 6.35921
H 6.05757 -0.81182 5.33507
C -8.23260 -7.62514 0.70526
C -8.59880 -6.57092 1.73073
O -8.41257 -5.24033 1.24479
H -7.19554 -7.51023 0.38384
H -8.36031 -8.62711 1.11535
H -8.86568 -7.54183 -0.18011
H -7.96273 -6.64956 2.61359
H -9.63240 -6.70602 2.06048
H -8.98513 -5.12387 0.47944
C 2.55564 -4.45772 -1.50021
C 3.08251 -4.08219 -2.87313
O 2.60786 -4.93389 -3.90702
H 2.84159 -5.48143 -1.25551
H 2.95519 -3.78123 -0.74181
H 1.46329 -4.39296 -1.47111
H 4.16822 -4.16246 -2.90545
H 2.82300 -3.04231 -3.09085
H 1.64759 -4.87817 -3.93054

Forces on atoms 1 to 2 (eV/Å):
C 0.16 0.09 -0.02
C 0.10 0.07 0.01

Calculated values
Kohn-Sham gap	8.53	eV
total charge	+1

Here are the Mulliken charges for atoms 1 to 4, given in e:
1 C -1.260
2 C 0.508
3 O -0.248
4 C -0.854

=====

5.
The following is a DFT calculation (wB97M-V/def2-TZVPD) of a 2-piece molecular cluster, C33H32N2O3 overall in a non-equilibrium geometry.

Element x y z (Å)
C -1.06829 0.51693 -4.31763
C -1.01545 -0.86564 -3.81338
C -2.20896 -1.65329 -3.67260
O -3.32469 -1.14219 -3.48724
C -2.06505 -3.19041 -3.67803
C -0.74613 -3.64302 -4.23858
O 0.36204 -2.86632 -3.66448
C 0.30344 -1.50861 -3.69616
O 1.33961 -0.85815 -3.60323
H -0.13793 1.02879 -4.06215
H -1.17945 0.55559 -5.41497
H -1.91985 1.04098 -3.87515
H -2.17761 -3.54172 -2.63894
H -2.89248 -3.60004 -4.26674
H -0.51394 -4.67847 -3.96980
H -0.73581 -3.54469 -5.33451
C -0.66888 -4.94999 2.76515
N -1.58012 -3.81167 2.89789
C -2.00734 -3.49179 4.21245
C -1.08479 -3.45521 5.26769
C -1.52013 -3.16310 6.56117
C -2.88611 -3.00305 6.82513
C -3.81522 -3.09277 5.77998
C -3.37789 -3.28689 4.47077
C -1.46372 -2.82515 1.88733
C -2.22504 -2.93448 0.70736
C -2.11991 -1.97909 -0.28096
C -1.14513 -0.94242 -0.21156
C -1.09175 0.05189 -1.23044
C -0.04186 1.02181 -1.29906
C -0.31316 2.39874 -1.51812
C 0.70752 3.33097 -1.50186
C 2.05752 2.91526 -1.44942
N 3.10491 3.82395 -1.36546
C 4.45854 3.36926 -1.69064
C 3.02520 4.98823 -0.56047
C 3.88126 5.10415 0.55451
C 3.86591 6.25454 1.33933
C 3.03522 7.32899 0.99634
C 2.17790 7.21960 -0.10339
C 2.16241 6.05458 -0.87601
C 2.33610 1.52855 -1.41453
C 1.31902 0.62524 -1.19260
C -0.32193 -0.90205 0.95320
C -0.51497 -1.78982 1.99464
H -0.65723 -5.25489 1.71429
H 0.35153 -4.69070 3.08057
H -1.04532 -5.77023 3.38553
H -0.02610 -3.62568 5.05241
H -0.78392 -3.06834 7.36046
H -3.22548 -2.80220 7.84226
H -4.88216 -3.00591 5.98260
H -4.07272 -3.32784 3.63059
H -2.92536 -3.76616 0.60742
H -2.78552 -1.99394 -1.14487
H -2.02892 0.25586 -1.76141
H -1.34988 2.71506 -1.64456
H 0.47292 4.38867 -1.54536
H 5.05563 4.24233 -1.98237
H 4.94500 2.88067 -0.83596
H 4.42201 2.67139 -2.53239
H 4.54220 4.27020 0.80971
H 4.50473 6.30940 2.22128
H 3.04738 8.24382 1.58875
H 1.50923 8.03735 -0.36925
H 1.51093 5.96995 -1.74566
H 3.36209 1.16774 -1.48323
H 1.55424 -0.41658 -0.97390
H 0.45950 -0.14669 1.04537
H 0.07220 -1.72130 2.91291

Forces on atoms 1 to 2 (eV/Å):
C 0.00 0.64 -0.06
C 0.66 -1.19 0.64

Calculated values
Kohn-Sham gap	5.45	eV
total charge	0

Here are the natural (NBO) charges for atoms 1 to 4, given in e:
1 C -0.642
2 C -0.302
3 C 0.518
4 O -0.647

=====

6.
The following is a DFT calculation (wB97M-V/def2-TZVPD) of one molecule with the formula C6H14O.

Element x y z (Å)
C -3.49014 -0.17494 -0.43937
C -2.27000 -0.31106 0.46835
C -0.96024 -0.08017 -0.28283
C 0.27484 -0.16019 0.61111
C 1.55595 0.09683 -0.16161
O 2.64148 0.11151 0.73347
C 3.84937 0.41707 0.08903
H -4.42378 -0.33570 0.10997
H -3.45241 -0.90206 -1.25957
H -3.53302 0.82542 -0.88715
H -2.34340 0.40687 1.29708
H -2.25606 -1.30860 0.92793
H -0.87501 -0.81333 -1.09858
H -0.99667 0.90849 -0.76398
H 0.33865 -1.14565 1.09072
H 0.20041 0.58130 1.41654
H 1.70251 -0.68310 -0.93148
H 1.49172 1.06454 -0.69293
H 4.11379 -0.34238 -0.66530
H 4.63096 0.44752 0.85227
H 3.80106 1.39765 -0.41370

Forces on atoms 1 to 2 (eV/Å):
C -0.05 0.01 -0.03
C 0.01 -0.01 0.05

Calculated values
Kohn-Sham gap	10.96	eV
structure (SMILES)	CCCCCOC
relative energy (zero: lowest compared OMol25 entry of this formula, charge and spin)	0.702	eV
total charge	0

Here are the natural (NBO) charges for atoms 1 to 4, given in e:
1 C -0.602
2 C -0.389
3 C -0.391
4 C -0.411